1.
{"formula": "C24H25NO3", "method": "ωB97M-V/def2-TZVPD", "homo_lumo_gap_ev": 6.16, "lumo_ev": -0.97, "e_above_lowest_kcal_mol": 57.5, "total_energy_ev": -32924.4753, "homo_ev": -7.13, "fmax_ev_per_a": 2.20, "symbols": ["C", "C", "C", "C", "C", "C", "O", "C", "O", "O", "H", "H", "H", "H", "H", "H", "H", "H", "H", "C", "C", "N", "C", "C", "C", "C", "C", "C", "C", "C", "C", "C", "C", "C", "C", "C", "C", "H", "H", "H", "H", "H", "H", "H", "H", "H", "H", "H", "H", "H", "H", "H", "H"], "coordinates": [[-3.1176, 0.6732, -1.0233], [-2.3080, 1.2455, 0.1144], [-0.8928, 1.6639, -0.0085], [-0.4094, 2.6674, 0.9941], [0.2985, 3.8375, 0.3293], [1.3816, 3.2858, -0.5555], [0.8084, 2.4122, -1.5755], [-0.3141, 1.6747, -1.3542], [-0.7120, 0.9885, -2.3043], [-2.8703, 1.3329, 1.2280], [-2.6428, 0.8289, -1.9906], [-3.2525, -0.4054, -0.8585], [-4.1173, 1.1295, -1.0115], [-1.2508, 3.0367, 1.5859], [0.2735, 2.1888, 1.7062], [-0.4117, 4.4199, -0.2784], [0.7293, 4.5050, 1.0835], [1.8775, 4.0802, -1.1233], [2.1469, 2.7285, 0.0079], [2.8900, 0.2833, -1.7901], [1.7585, -0.5843, -1.4498], [1.1685, -1.3676, -2.3801], [1.3925, -1.2320, -3.8052], [0.2201, -2.2142, -1.8003], [0.1809, -1.9263, -0.4175], [-0.6653, -2.6580, 0.4031], [-1.5421, -3.5762, -0.1813], [-1.5450, -3.7847, -1.5678], [-0.6569, -3.0967, -2.4085], [1.0357, -0.7555, -0.2125], [0.9238, 0.1654, 0.8152], [0.4834, -0.2355, 2.1728], [-0.8734, -0.4679, 2.4660], [-1.3227, -0.5991, 3.7804], [-0.3885, -0.7512, 4.8075], [0.9819, -0.6696, 4.5177], [1.4110, -0.3307, 3.2322], [3.3606, 0.6407, -0.8653], [3.6469, -0.2612, -2.3788], [2.5588, 1.1600, -2.3759], [0.8588, -2.0413, -4.3033], [1.0260, -0.2632, -4.1754], [2.4620, -1.3072, -4.0236], [-0.6069, -2.5362, 1.4828], [-2.2340, -4.1235, 0.4616], [-2.2362, -4.5020, -1.9984], [-0.6213, -3.2160, -3.4893], [1.6287, 1.0059, 0.7554], [-1.5797, -0.5328, 1.6401], [-2.3972, -0.5781, 3.9712], [-0.7236, -0.9518, 5.8294], [1.7195, -0.8241, 5.3080], [2.4690, -0.1620, 3.0140]], "forces_ev_per_a": [[-0.2334, 0.0742, -0.3745], [-0.1908, -0.1864, 1.6070], [-0.0689, -0.1707, -0.9817], [-0.1637, 0.5008, 0.6748], [-0.0842, -0.0438, 0.1437], [-0.3154, 0.0190, -0.7354], [0.5334, 0.3689, 0.1928], [-0.8764, -0.7320, 0.1593], [1.2840, 0.7913, 0.7980], [0.5830, 0.2003, -1.2309], [-0.3051, -0.1588, 0.2351], [0.1127, 0.1875, -0.0280], [0.2652, -0.1145, 0.2049], [-0.0020, -0.1698, -0.0455], [-0.1514, 0.4952, 0.1890], [0.2199, -0.1318, 0.1236], [-0.0062, -0.0431, -0.1232], [0.0241, -0.2248, 0.0603], [-0.2212, 0.1737, -0.1264], [0.5444, 0.7188, -0.1197], [-2.1707, -0.2948, 0.2351], [0.8024, -0.0529, 0.1360], [0.1495, -0.0637, -0.1063], [-0.3631, 0.5744, 0.5701], [-0.0144, 0.2751, -0.6618], [-0.2147, -0.4355, 0.0432], [0.3018, 0.1187, 0.0360], [0.2298, 0.2177, -0.2406], [0.0263, -0.1926, 0.3511], [0.7152, -0.9226, -0.6458], [0.8569, -0.6955, -0.5777], [-0.8351, 0.1907, 1.0489], [0.1740, 0.3291, -0.1464], [0.3770, -0.2284, -0.1991], [0.1640, 0.0180, -0.1232], [-0.1701, 0.1411, -0.0488], [-0.2506, 0.0957, -0.4666], [-0.0576, -0.0310, -0.3067], [-0.2519, 0.1239, 0.2651], [0.1425, -0.4238, 0.2059], [0.2001, 0.1778, -0.0792], [-0.0520, -0.2597, 0.2733], [-0.1689, -0.0853, -0.0522], [-0.2568, -0.1167, -0.3980], [0.2417, 0.0614, -0.2741], [0.0449, 0.1234, 0.0322], [-0.2741, -0.2444, 0.2729], [-0.4454, -0.3146, 0.1676], [0.1542, 0.4236, 0.4589], [0.3473, -0.2506, -0.0101], [0.1568, 0.1598, -0.3508], [-0.2416, 0.1047, -0.2324], [-0.2654, -0.0768, 0.2004]]}

2.
{"formula": "C4H8N4O", "method": "ωB97M-V/def2-TZVPD", "homo_lumo_gap_ev": 8.65, "lumo_ev": 0.25, "e_above_lowest_kcal_mol": 246.1, "total_energy_ev": -12275.7644, "homo_ev": -8.40, "fmax_ev_per_a": 8.86, "symbols": ["C", "C", "C", "C", "H", "H", "H", "H", "H", "H", "H", "H", "N", "N", "N", "N", "O"], "coordinates": [[-0.2761, -1.2130, -0.8585], [0.3473, -0.1108, -1.5990], [0.6302, 1.0023, -0.5871], [0.5607, 0.1546, 0.6875], [-1.7456, -0.5249, 1.5995], [-1.2179, -2.7764, 1.6894], [-1.2522, -1.4010, -1.1590], [0.2333, -2.0919, -1.0895], [1.0718, -0.1570, -2.2577], [-0.6633, 1.8510, -2.0852], [1.6906, 1.4496, -0.6411], [1.2162, 2.3506, 2.6932], [-1.4725, -1.4410, 1.0371], [-0.0439, -0.9928, 0.4058], [-0.6216, 1.0623, -1.3121], [0.6402, 0.6723, 1.7859], [0.9027, 2.1663, 1.6906]], "forces_ev_per_a": [[2.0019, -1.8237, -6.4237], [-4.1127, 3.3926, 3.3310], [2.9342, -2.6489, 0.3001], [-2.2990, 3.5033, -3.4733], [0.9042, -2.8986, -0.1607], [-0.8026, 5.2514, -1.4146], [-1.9376, 0.1890, -0.2045], [0.9725, -2.1075, -1.2131], [2.6639, -0.2779, -4.0916], [0.5120, -2.0410, 2.0735], [-2.3295, 0.4079, -0.5709], [-1.1494, -0.7236, -3.5389], [2.9682, -0.9324, 1.8215], [-3.8213, -2.3588, 7.6327], [1.5283, 1.8414, -2.6249], [0.9807, 2.9846, 5.2179], [0.9861, -1.7577, 3.3396]]}

3.
{"formula": "C27H33N3P2SeTc", "method": "ωB97M-V/def2-TZVPD", "s_squared": 3.79, "multiplicity": 4, "homo_lumo_gap_ev": [6.21, 6.21], "lumo_ev": [-6.92, -7.36], "total_charge": 2, "total_energy_ev": -119113.6276, "homo_ev": [-13.12, -13.57], "fmax_ev_per_a": 4.25, "symbols": ["C", "C", "C", "C", "C", "C", "C", "C", "C", "C", "C", "C", "C", "H", "H", "H", "H", "H", "H", "H", "N", "Tc", "C", "H", "H", "C", "H", "H", "P", "P", "C", "H", "H", "H", "C", "H", "H", "H", "C", "H", "H", "H", "C", "H", "H", "H", "H", "H", "C", "N", "C", "Se", "N", "C", "C", "C", "C", "C", "C", "H", "H", "H", "H", "H", "H", "H", "H"], "coordinates": [[-1.6886, 2.8567, -3.5502], [-1.3289, 1.7532, -2.7819], [0.0494, 1.4458, -2.6767], [1.0211, 2.2913, -3.2152], [0.6376, 3.4435, -3.9008], [-0.7180, 3.7062, -4.0931], [2.4370, 1.9211, -2.9004], [2.6624, 0.4460, -3.0236], [1.6342, -0.3578, -2.5280], [1.7509, -1.7689, -2.5062], [2.9246, -2.3309, -3.0012], [3.9764, -1.5270, -3.4590], [3.8554, -0.1392, -3.4521], [-2.7498, 3.0547, -3.7017], [1.4105, 4.1104, -4.2862], [-1.0268, 4.5798, -4.6644], [3.1439, 2.4835, -3.5074], [3.0097, -3.4173, -3.0155], [4.8923, -1.9942, -3.8194], [4.6732, 0.5060, -3.7766], [0.5031, 0.2958, -2.0095], [-0.0055, -0.0037, -0.0295], [-2.3688, 0.8647, -2.1231], [-2.3561, -0.1486, -2.5568], [-3.3726, 1.2892, -2.2613], [0.5945, -2.6204, -2.0175], [-0.2930, -2.4768, -2.6577], [0.8793, -3.6822, -2.0257], [-2.1095, 0.6738, -0.2900], [0.0496, -2.2140, -0.2861], [1.2863, -3.1061, 0.7101], [1.0854, -2.9152, 1.7717], [1.2277, -4.1835, 0.4992], [2.2921, -2.7377, 0.4720], [-1.4423, -3.2425, -0.1423], [-1.1499, -4.3011, -0.1808], [-1.9308, -3.0261, 0.8163], [-2.1379, -3.0205, -0.9618], [-2.4549, 2.3620, 0.2962], [-3.4168, 2.7105, -0.1059], [-2.4832, 2.3671, 1.3951], [-1.6488, 3.0278, -0.0400], [-3.5649, -0.2943, 0.2072], [-3.5555, -0.4221, 1.2988], [-4.4789, 0.2415, -0.0909], [-3.5398, -1.2847, -0.2681], [2.5813, 2.1575, -1.8140], [1.1074, 1.2107, 0.0287], [1.5886, -0.4686, 5.2690], [0.2244, -0.2413, 4.8199], [-0.1634, 0.0920, 3.5640], [1.1259, 0.2894, 2.1733], [-1.5071, 0.3472, 3.6351], [-1.9558, 0.2429, 4.9626], [-3.0897, 0.7743, 5.5814], [-3.0638, 0.8722, 6.9842], [-1.9392, 0.4652, 7.7261], [-0.8083, -0.0623, 7.0912], [-0.8562, -0.1535, 5.7039], [2.0216, 0.4329, 5.7172], [2.2016, -0.7887, 4.4244], [1.5690, -1.2436, 6.0345], [-2.0807, 0.6334, 2.8406], [-3.9364, 1.0933, 4.9730], [-3.9286, 1.2816, 7.5147], [-1.9383, 0.5765, 8.8102], [0.0938, -0.3696, 7.6162]], "forces_ev_per_a": [[-0.0085, -0.0737, 0.3433], [0.2757, -0.2818, 0.0508], [-0.1172, 0.1512, 0.0392], [-0.1272, 0.2776, -0.1561], [-0.0411, -0.2428, 0.0427], [0.1156, -0.0452, -0.0228], [0.2190, 0.1996, 0.3411], [0.3461, -0.1885, 0.0874], [0.0842, -0.2084, 0.0927], [-0.1185, 0.2614, 0.0819], [-0.1767, 0.0537, 0.1862], [-0.0545, 0.0501, 0.0444], [-0.2893, 0.0470, -0.0502], [0.2756, 0.0802, -0.0016], [-0.3047, -0.1349, 0.0456], [0.0657, -0.2078, 0.1328], [0.0466, 0.0730, 0.1727], [0.0798, 0.2539, -0.0617], [-0.2409, 0.1290, 0.1008], [-0.1987, -0.2654, 0.0145], [-1.0491, -0.6878, -0.1015], [3.0364, 2.6491, 1.3556], [0.0836, -0.0069, 0.0555], [-0.0316, 0.2462, 0.1311], [0.1968, -0.1100, -0.0428], [0.0597, 0.2076, 0.1246], [0.2983, -0.0974, 0.1541], [-0.1585, 0.2406, -0.0807], [-2.1891, 0.3375, -1.6876], [-0.3396, -3.2376, -1.6111], [0.0563, 0.2772, 0.3400], [0.1262, -0.1565, -0.2149], [-0.0023, 0.3289, 0.0033], [-0.1908, -0.0786, 0.0683], [-0.1780, 0.0003, 0.2591], [-0.1676, 0.2568, 0.0052], [0.0306, -0.2073, -0.2082], [0.2000, -0.0647, 0.1972], [0.2807, -0.0599, 0.3603], [0.2567, -0.1287, 0.1258], [-0.0288, 0.2054, -0.2750], [-0.2228, -0.1036, 0.1070], [0.0314, -0.1361, 0.2326], [-0.1508, -0.0800, -0.2772], [0.2815, -0.1788, 0.0993], [-0.0535, 0.3312, 0.1773], [0.1695, 0.1152, -0.6661], [0.4678, 0.2764, -0.5656], [0.2753, -0.1258, 0.1012], [-0.2424, 0.1227, -0.7445], [-0.4283, -0.6908, 1.5312], [-1.4741, 0.3472, 0.1937], [0.5918, -0.1471, -0.6780], [0.0533, 0.7086, 0.0107], [-0.1177, -0.2799, 0.4904], [-0.1713, -0.1376, -0.7544], [0.5185, -0.4196, -0.2686], [-0.5628, 0.0257, 0.2965], [0.4708, 0.7274, 0.0209], [-0.1959, -0.0499, -0.1966], [-0.0846, -0.0004, 0.2284], [0.0685, -0.0621, -0.1647], [0.5191, -0.1552, 0.4928], [0.1362, 0.0450, 0.3739], [0.3450, -0.1414, -0.2796], [-0.0335, -0.0434, -0.3169], [-0.3118, 0.2099, 0.1141]]}